Record 1
76
Properties=species:S:1:pos:R:3 method="wB97M-V/def2-TZVPD" de_lowest_kcal_mol=24.0 fmax_ha_per_bohr=0.0064 e_homo_ev="-7.515 / -9.166" gap_ha="0.2772 / 0.2028" spin_multiplicity=5
Pd -1.13 -0.20 1.45
O 0.00 1.65 1.39
S -0.18 2.97 0.64
C 0.40 2.63 -1.03
C -0.53 1.63 -1.71
C -1.95 2.14 -1.96
C -2.98 1.02 -1.95
S -3.70 0.73 -0.30
O -2.66 1.20 0.72
C -4.86 2.09 -0.29
C -4.56 3.27 0.38
C -5.48 4.30 0.36
C -6.68 4.15 -0.31
C -6.98 2.96 -0.97
C -6.07 1.92 -0.95
C 1.19 3.93 1.22
C 2.40 3.30 1.49
C 3.45 4.07 1.96
C 3.30 5.44 2.15
C 2.08 6.05 1.88
C 1.01 5.29 1.42
H 1.41 2.23 -0.94
H 0.41 3.60 -1.54
H -0.54 0.72 -1.12
H -0.06 1.34 -2.66
H -2.00 2.65 -2.92
H -2.23 2.89 -1.21
H -2.55 0.06 -2.23
H -3.85 1.22 -2.58
H -3.62 3.35 0.91
H -5.26 5.22 0.88
H -7.40 4.96 -0.32
H -7.92 2.84 -1.48
H -6.30 0.98 -1.44
H 2.51 2.24 1.33
H 4.40 3.59 2.17
H 4.12 6.03 2.52
H 1.96 7.11 2.04
H 0.05 5.75 1.22
C 2.39 -2.65 -0.78
C 2.94 -2.04 0.50
O 4.13 -2.75 0.90
P 3.48 -0.30 0.22
O 4.86 -0.47 -0.56
O 3.90 0.20 1.67
O 2.56 0.59 -0.51
P 1.76 -2.07 1.89
O 1.20 -3.53 2.05
O 2.56 -1.64 3.07
O 0.62 -1.19 1.38
H 3.14 -2.61 -1.57
H 1.50 -2.11 -1.10
H 2.13 -3.69 -0.60
H 4.20 -2.69 1.86
H 5.35 -1.22 -0.20
H 3.49 -0.36 2.38
H 0.34 -3.66 1.58
O -3.68 -2.97 -0.18
Se -2.25 -2.59 0.38
O -1.18 -3.78 0.56
O -1.58 -1.26 -0.42
O -2.35 -1.75 1.90
Cl -1.63 -2.00 5.17
C -0.45 -0.73 5.12
C 0.76 -0.94 5.73
C 1.73 0.06 5.71
C 1.47 1.28 5.06
C 0.26 1.49 4.46
C -0.76 0.49 4.45
C -2.00 0.75 3.87
H 0.96 -1.89 6.20
H 2.69 -0.12 6.17
H 2.23 2.05 5.04
H 0.06 2.42 3.96
H -2.20 1.72 3.43
H -2.82 0.04 3.93

Record 2
41
Properties=species:S:1:pos:R:3 method="wB97M-V/def2-TZVPD" de_lowest_kcal_mol=34.1 fmax_ha_per_bohr=0.0130 e_homo_ev=-8.259 smiles="CC(=O)c1cn(CCOc2ccccc2C)c2ccccc12" gap_ha=0.3240
C -1.80 2.64 -3.02
C -1.37 3.43 -1.80
O -1.75 4.57 -1.62
C -0.49 2.73 -0.87
C -0.01 1.45 -0.97
N 0.79 1.15 0.09
C 1.39 -0.12 0.35
C 0.65 -0.91 1.45
O 0.72 -2.30 1.25
C -0.04 -2.87 0.26
C -0.98 -2.20 -0.51
C -1.70 -2.88 -1.48
C -1.47 -4.23 -1.70
C -0.53 -4.89 -0.93
C 0.20 -4.24 0.05
C 1.21 -4.94 0.89
C 0.83 2.24 0.93
C 1.51 2.43 2.13
C 1.37 3.65 2.74
C 0.59 4.67 2.19
C -0.08 4.49 1.00
C 0.04 3.26 0.35
H -2.33 1.74 -2.71
H -2.46 3.25 -3.63
H -0.93 2.35 -3.60
H -0.17 0.72 -1.74
H 1.37 -0.71 -0.57
H 2.44 0.02 0.63
H 1.12 -0.74 2.43
H -0.39 -0.56 1.52
H -1.19 -1.15 -0.35
H -2.43 -2.35 -2.07
H -2.02 -4.76 -2.46
H -0.35 -5.95 -1.09
H 1.30 -5.98 0.59
H 0.93 -4.89 1.94
H 2.18 -4.46 0.79
H 2.11 1.65 2.56
H 1.88 3.83 3.68
H 0.52 5.61 2.71
H -0.68 5.27 0.56

Record 3
19
Properties=species:S:1:pos:R:3 method="wB97M-V/def2-TZVPD" de_lowest_kcal_mol=52.1 fmax_ha_per_bohr=0.0144 e_homo_ev=-13.754 gap_ha=0.3430 charge=+1
C -0.68 0.95 -1.08
C 0.51 0.06 1.05
C -0.69 0.11 0.13
N 0.27 1.40 1.56
N -0.10 -1.94 -1.13
N 1.76 -0.22 0.42
S -2.14 -0.43 0.80
H -1.06 1.95 -0.86
H -1.33 0.53 -1.85
H 0.32 1.04 -1.49
H 0.35 -0.67 1.85
H 0.25 1.53 2.56
H 0.80 2.13 1.10
H -0.54 -2.79 -0.82
H -0.18 -1.87 -2.14
H 2.49 -0.42 1.08
H 2.06 0.52 -0.20
H 0.88 -1.96 -0.87
H -2.97 0.08 -0.13

Record 4
17
Properties=species:S:1:pos:R:3 method="wB97M-V/def2-TZVPD" de_lowest_kcal_mol=56.8 fmax_ha_per_bohr=0.1026 e_homo_ev=-15.399 gap_ha=0.4440 charge=+1
C 0.20 -1.84 -1.37
C -0.99 2.07 0.65
C -0.16 -0.85 -0.37
N 1.28 -0.05 0.09
O -0.01 2.58 1.37
O -1.95 1.58 1.19
O -0.66 -1.20 0.84
H -0.31 -2.75 -1.12
H 0.01 -1.65 -2.41
H 1.25 -2.09 -1.17
H -0.68 2.06 -0.44
H 1.83 -0.34 -0.73
H 1.60 -0.74 0.80
H 1.17 0.92 0.15
H -0.44 2.93 2.18
H -0.82 -0.11 -0.85
H -1.32 -0.54 1.18

Record 5
18
Properties=species:S:1:pos:R:3 method="wB97M-V/def2-TZVPD" de_lowest_kcal_mol=111.9 fmax_ha_per_bohr=0.0246 e_homo_ev=-8.572 gap_ha=0.3445
C 0.56 -1.12 -0.97
N -0.37 0.50 0.74
C 0.50 0.28 -0.40
N -1.62 -0.24 0.62
N -0.49 -1.44 -1.95
C 0.28 0.49 2.18
C 1.22 1.30 -0.86
N 0.17 1.64 2.60
H -2.29 0.26 1.20
H -1.49 -1.16 1.03
H -1.40 -1.23 -1.55
H -0.38 -0.85 -2.77
H -0.40 1.70 1.31
H 0.60 -0.48 2.55
H 1.53 -1.26 -1.45
H 0.51 -1.85 -0.16
H 1.95 1.15 -1.64
H 1.11 2.30 -0.47

Record 6
32
Properties=species:S:1:pos:R:3 method="wB97M-V/def2-TZVPD" de_lowest_kcal_mol=29.4 fmax_ha_per_bohr=0.0436 e_homo_ev=-10.182 smiles=BrCCBr.BrCCBr.BrCCBr.BrCCBr gap_ha=0.3884
Br 2.31 -3.85 0.98
C 1.22 -5.22 1.67
C 0.20 -4.63 2.63
Br 0.95 -3.92 4.32
H 1.88 -5.97 2.10
H 0.66 -5.72 0.88
H -0.55 -5.36 2.94
H -0.31 -3.83 2.10
Br 6.67 0.55 2.17
C 6.91 0.84 0.22
C 7.69 -0.32 -0.40
Br 7.36 -0.32 -2.35
H 7.55 1.73 0.17
H 5.95 1.06 -0.23
H 7.08 -1.13 -0.01
H 8.75 -0.40 -0.16
Br -5.52 4.39 -1.41
C -6.79 3.32 -2.53
C -8.07 4.08 -2.76
Br -8.98 2.97 -4.09
H -6.87 2.39 -1.97
H -6.24 2.97 -3.40
H -7.97 5.12 -3.06
H -8.65 3.89 -1.86
Br 1.13 1.75 -0.74
C -0.71 1.28 -0.16
C -0.57 0.55 1.22
Br -2.38 -0.04 1.75
H -1.12 0.67 -0.97
H -1.43 2.09 -0.20
H -0.33 1.29 1.98
H 0.19 -0.23 1.16

Record 7
14
Properties=species:S:1:pos:R:3 method="wB97M-V/def2-TZVPD" de_lowest_kcal_mol=104.1 fmax_ha_per_bohr=0.0495 e_homo_ev=-6.224 gap_ha=0.2626
C -0.32 0.97 0.78
C 1.63 0.39 -0.29
N -0.15 -2.18 -0.71
N -1.59 1.38 0.57
N 0.07 -0.24 0.38
N -0.75 -0.92 -0.37
H 0.31 1.54 1.44
H -0.79 -2.61 -1.35
H -0.10 -2.77 0.12
H -2.13 0.80 -0.07
H -1.88 2.32 0.77
H 2.35 0.48 0.52
H 1.84 -0.46 -0.93
H 1.50 1.30 -0.87